No. 1
{"formula": "C3H6N4S", "method": "the ωB97M-V functional and the def2-TZVPD basis", "charge": 0, "homo_energy_ev": -8.7, "de_lowest_kcal_mol": 101.4, "elements": ["C", "C", "C", "N", "N", "N", "N", "S", "H", "H", "H", "H", "H", "H"], "positions_angstrom": [[2.127870, -0.124018, 0.226916], [-1.059208, -0.475541, 0.554281], [-0.425302, 1.462443, -0.960311], [2.800079, 0.005479, 1.151356], [-0.866339, -1.779267, 0.832057], [1.404619, -0.590395, -0.704955], [-0.355523, 0.221304, -0.324101], [-2.368563, 0.293342, 1.109493], [-0.065010, 1.236904, -1.999607], [-1.482965, 1.761697, -0.807224], [0.204928, 2.104074, -0.343273], [-0.037292, -2.331367, 0.659142], [-1.316553, -2.046554, 1.685398], [1.522434, -0.335539, -1.739889]], "forces_ev_per_a": [[1.8, 0.2, 1.4], [0.5, -0.4, -1.0], [0.0, 0.3, 0.0], [0.6, 0.8, 1.0], [0.9, -0.7, 0.4], [-5.4, 0.4, -3.8], [3.4, -4.2, -0.2], [-1.9, 1.2, 1.1], [-0.6, 1.2, 0.7], [0.7, 0.2, -0.8], [0.1, 0.8, -0.8], [0.2, 0.6, -0.5], [-0.4, -0.1, 0.1], [0.1, -0.2, 2.3]], "lowdin_charge": [-0.474, -1.000, -0.114, 0.153, 0.095, 0.134, -0.073, 0.695, 0.103, 0.065, 0.095, 0.100, 0.080, 0.140]}

No. 2
{"formula": "C32H36N2O6STi", "method": "the ωB97M-V functional and the def2-TZVPD basis", "charge": 1, "homo_energy_ev": [-10.0, -10.6], "multiplicity": 2, "s2": 0.76, "elements": ["Ti", "C", "C", "O", "C", "C", "O", "C", "C", "O", "C", "C", "O", "C", "C", "O", "H", "H", "H", "H", "H", "H", "H", "H", "H", "H", "H", "H", "H", "H", "H", "H", "H", "H", "H", "H", "C", "C", "C", "C", "C", "C", "N", "N", "C", "C", "C", "C", "C", "C", "H", "H", "H", "H", "H", "H", "H", "H", "H", "C", "C", "O", "S", "C", "C", "C", "C", "C", "C", "C", "C", "H", "H", "H", "H", "H", "H", "H"], "positions_angstrom": [[1.180063, -0.049996, 0.987203], [1.247863, 1.706404, -1.647997], [2.599463, 0.972704, -1.590797], [2.577663, -0.108096, -0.659697], [2.892363, -1.410196, -1.144597], [1.639463, -2.289096, -1.226197], [1.104463, -2.328496, 0.080503], [-0.116637, -3.036996, 0.212603], [-0.816437, -2.648796, 1.543403], [-0.295937, -1.430996, 2.076203], [-1.147437, -0.715896, 2.955503], [-1.676937, 0.541704, 2.257303], [-0.516037, 1.312804, 1.948603], [-0.756537, 2.583004, 1.341103], [-0.421837, 2.575904, -0.158597], [0.846563, 1.957304, -0.314297], [0.496763, 1.079704, -2.152997], [1.373763, 2.651504, -2.198397], [3.376963, 1.670804, -1.244697], [2.849863, 0.617404, -2.596497], [3.578963, -1.859496, -0.412897], [3.383863, -1.356896, -2.121797], [1.919663, -3.295796, -1.563097], [0.903863, -1.860496, -1.925097], [0.085463, -4.117396, 0.207603], [-0.765137, -2.791896, -0.638497], [-0.655737, -3.436296, 2.293503], [-1.893037, -2.559596, 1.348403], [-0.522937, -0.405096, 3.806903], [-1.967837, -1.343496, 3.314203], [-2.332337, 1.107404, 2.932403], [-2.221037, 0.263504, 1.341303], [-0.110937, 3.297104, 1.862103], [-1.799837, 2.886804, 1.471903], [-0.390337, 3.606104, -0.537897], [-1.190437, 2.006004, -0.698297], [2.330363, 5.477704, 2.652903], [2.503463, 5.051304, 1.347403], [2.527963, 3.702404, 1.038303], [2.337763, 2.751304, 2.037303], [2.198163, 3.189104, 3.359503], [2.193363, 4.536904, 3.661703], [2.392263, 1.350304, 1.816803], [3.364163, 0.879804, 2.552903], [3.417363, -0.452496, 2.732503], [4.430763, -0.945896, 3.581803], [4.415763, -2.266796, 3.950603], [3.413763, -3.094596, 3.451103], [2.455163, -2.609296, 2.568803], [2.404363, -1.274796, 2.170303], [2.333963, 6.533004, 2.885003], [2.646463, 5.776304, 0.562403], [2.737663, 3.392904, 0.028903], [2.108963, 2.448704, 4.143303], [2.099863, 4.859804, 4.688703], [5.174663, -0.256496, 3.947403], [5.160463, -2.659796, 4.627003], [3.383263, -4.129996, 3.757503], [1.724663, -3.319796, 2.200403], [-6.215237, -2.489296, -6.934097], [-5.449737, -2.267096, -5.670897], [-4.497137, -2.880996, -5.281697], [-6.086937, -0.870696, -4.750897], [-4.763737, -0.704396, -3.569797], [-4.549137, -1.681496, -2.611297], [-3.469237, -1.570696, -1.757497], [-2.590337, -0.488196, -1.858197], [-2.839737, 0.500504, -2.816097], [-3.922737, 0.393404, -3.663497], [-1.443837, -0.394196, -1.018097], [-0.433837, -0.293096, -0.341697], [-6.335937, -3.554296, -7.120797], [-5.627037, -2.074496, -7.753897], [-7.182837, -1.994296, -6.903197], [-5.213637, -2.529396, -2.541197], [-3.304737, -2.334396, -1.007197], [-2.173337, 1.350304, -2.904097], [-4.115137, 1.152104, -4.406797]], "forces_ev_per_a": [[-1.8, -0.9, -0.9], [0.2, -0.4, -0.4], [-0.2, 1.0, -0.2], [-0.2, 0.0, 0.0], [0.0, -1.2, 0.0], [0.3, 0.3, -0.4], [0.1, 0.1, 0.3], [-0.4, 0.0, -0.1], [0.2, -0.4, -0.3], [0.1, -0.1, -0.2], [-0.2, 0.7, 0.3], [-0.2, -0.7, 0.2], [0.3, -0.3, -0.1], [0.3, 0.6, -0.4], [-0.6, 0.0, 0.3], [0.2, -0.3, 0.2], [0.1, 0.2, 0.1], [0.0, -0.2, 0.1], [-0.1, -0.3, -0.2], [0.0, 0.0, 0.2], [-0.1, 0.2, -0.2], [-0.1, 0.1, 0.2], [0.0, 0.1, 0.0], [0.1, -0.1, 0.2], [0.0, 0.2, 0.0], [0.2, -0.1, 0.2], [-0.1, 0.2, -0.1], [0.2, 0.1, 0.1], [-0.2, -0.1, -0.1], [0.1, 0.1, 0.0], [0.2, -0.1, -0.1], [0.2, 0.2, 0.2], [-0.2, -0.1, -0.1], [0.1, -0.1, 0.0], [0.1, -0.1, 0.1], [0.3, 0.2, 0.0], [0.0, 0.0, 0.0], [0.0, 0.1, 0.0], [0.0, -0.3, 0.1], [0.2, 1.3, 0.3], [-0.1, -0.3, -0.3], [0.0, 0.1, 0.0], [2.2, -0.5, 1.9], [-0.6, 1.7, -0.7], [-0.3, -1.6, -0.1], [-0.2, 0.3, -0.1], [0.1, 0.1, 0.0], [-0.2, 0.1, -0.2], [0.0, -0.4, 0.0], [1.0, 0.5, 0.6], [0.0, 0.0, 0.0], [0.1, 0.1, -0.1], [0.0, 0.0, -0.1], [0.0, 0.0, 0.0], [0.0, 0.0, 0.1], [0.1, 0.1, 0.1], [0.1, 0.0, 0.0], [0.0, -0.1, 0.0], [0.0, 0.0, 0.0], [0.0, -0.3, -0.2], [0.2, 0.2, 0.4], [0.0, -0.3, -0.4], [0.0, 0.3, 0.3], [-0.4, 0.0, -0.3], [0.0, 0.0, 0.1], [0.0, 0.0, 0.0], [-0.3, 0.0, -0.2], [0.1, 0.0, 0.1], [-0.1, 0.0, 0.0], [0.5, 0.0, 0.2], [-1.0, -0.1, -0.7], [0.0, 0.0, 0.0], [0.0, 0.1, 0.0], [0.0, 0.0, -0.1], [0.0, 0.0, 0.0], [0.1, 0.0, 0.0], [0.0, 0.0, 0.0], [0.0, 0.0, -0.1]], "lowdin_charge": [1.042, -0.152, -0.108, -0.227, -0.114, -0.144, -0.258, -0.148, -0.118, -0.259, -0.125, -0.143, -0.205, -0.111, -0.138, -0.267, 0.124, 0.149, 0.135, 0.143, 0.145, 0.142, 0.149, 0.136, 0.143, 0.110, 0.136, 0.133, 0.149, 0.144, 0.146, 0.128, 0.120, 0.145, 0.149, 0.109, -0.073, -0.065, -0.026, -0.268, -0.024, -0.066, -0.050, 0.126, -0.296, -0.001, -0.071, -0.051, -0.083, -0.113, 0.109, 0.109, 0.099, 0.118, 0.110, 0.116, 0.109, 0.109, 0.091, -0.072, -0.744, 0.038, 1.022, -0.524, -0.081, -0.019, -0.233, -0.027, -0.086, -0.092, -0.052, 0.092, 0.097, 0.066, 0.118, 0.109, 0.109, 0.108]}

No. 3
{"formula": "C5H9NO", "method": "the ωB97M-V functional and the def2-TZVPD basis", "charge": 0, "homo_energy_ev": -8.6, "de_lowest_kcal_mol": 181.4, "elements": ["C", "C", "N", "C", "C", "C", "O", "H", "H", "H", "H", "H", "H", "H", "H", "H"], "positions_angstrom": [[1.090021, -0.078156, -1.817110], [0.569092, -1.129067, -0.856535], [1.109819, -1.211754, 0.508494], [-0.186947, -0.718105, 0.344915], [-0.721881, 0.594983, 0.665377], [-1.140088, 1.231981, 1.901301], [0.041537, 1.629380, 1.171586], [0.371256, 0.102672, -2.625397], [2.034415, -0.403664, -2.273645], [1.256596, 0.874598, -1.299602], [0.367486, -2.104696, -1.302731], [1.835538, -0.548821, 0.776756], [-1.752648, -0.931340, 0.126920], [-1.977996, -0.024196, -0.077826], [-1.959905, 1.952782, 1.890951], [-0.936296, 0.763402, 2.866545]], "forces_ev_per_a": [[0.0, 0.0, 0.1], [-0.1, 0.0, -0.3], [0.0, 0.2, 0.1], [-0.1, 0.3, -0.2], [-0.1, -0.5, 0.0], [-0.3, 0.0, 0.2], [0.1, 0.0, 0.0], [0.1, -0.1, 0.2], [-0.2, 0.0, 0.1], [0.0, -0.2, -0.1], [0.0, 0.2, 0.2], [-0.2, -0.1, -0.1], [0.3, 0.1, 0.2], [0.3, 0.2, 0.0], [0.2, -0.2, 0.0], [0.0, 0.1, -0.2]], "lowdin_charge": [-0.048, -0.296, 0.099, -0.300, -0.349, -0.091, -0.006, 0.081, 0.077, 0.080, 0.129, 0.122, 0.139, 0.136, 0.110, 0.117]}

No. 4
{"formula": "C4H3I2NS", "method": "the ωB97M-V functional and the def2-TZVPD basis", "charge": 0, "homo_energy_ev": -8.8, "de_lowest_kcal_mol": 0.0, "smiles": "Cc1nsc(I)c1I", "elements": ["C", "C", "N", "S", "C", "I", "C", "I", "H", "H", "H"], "positions_angstrom": [[1.771870, 0.324923, -0.009903], [0.453084, -0.335627, -0.069431], [0.311651, -1.639824, 0.108938], [-1.262160, -2.106198, 0.145026], [-1.901751, -0.597257, -0.075401], [-3.938186, -0.152640, -0.037439], [-0.694039, 0.415415, -0.153799], [-1.189140, 2.483206, -0.092793], [1.856973, 1.259599, -0.698704], [2.033391, 0.717415, 1.033560], [2.558302, -0.369013, -0.150058]], "forces_ev_per_a": [[1.0, 2.5, 0.7], [0.3, 0.6, 0.7], [0.0, -0.7, -0.2], [0.9, 0.4, -0.2], [2.7, 3.6, -0.1], [0.6, -0.2, -0.1], [-6.0, -2.2, 0.2], [0.7, -1.1, -0.2], [-0.2, -1.9, 1.0], [-0.9, -0.4, -1.2], [0.8, -0.7, -0.8]], "lowdin_charge": [-0.071, -0.585, -0.273, 0.928, -1.142, 0.807, -0.730, 0.800, 0.103, 0.109, 0.054]}

| no. | molar mass (g mol⁻¹) |
| --- | --- |
| 1 | 130.18 |
| 2 | 624.58 |
| 3 | 99.13 |
| 4 | 350.95 |